{
  "formula": "C2HF4NO",
  "method": "ωB97M-V with the def2-TZVPD basis set",
  "e_lumo_ev": [-0.55, -0.55],
  "e_above_lowest_kcal_mol": 92.6,
  "smiles": "[O-]/[N+](=C/F)C(F)(F)F",
  "homo_lumo_gap_ev": [9.0617, 9.0590],
  "species": ["O", "F", "C", "F", "F", "F", "H", "C", "N"],
  "positions_angstrom": [[-1.626, 1.896, 0.151], [-3.660, 0.607, -0.007], [-0.090, -0.273, -0.056], [-2.635, -0.979, -0.999], [-2.708, -0.938, 1.142], [-0.177, -1.545, -0.287], [0.961, 0.060, -0.221], [-2.577, -0.190, 0.014], [-1.232, 0.585, 0.029]],
  "mulliken_charge": [-0.580, -0.191, -0.013, -0.224, -0.254, -0.151, 0.352, 0.701, 0.361]
}


{
  "formula": "C3H11NOS2",
  "method": "ωB97M-V with the def2-TZVPD basis set",
  "total_charge": 1,
  "spin_multiplicity": 2,
  "e_lumo_ev": [-3.21, -8.62],
  "e_above_lowest_kcal_mol": 51.3,
  "homo_lumo_gap_ev": [10.4661, 4.5897],
  "species": ["H", "H", "C", "H", "H", "H", "C", "H", "H", "S", "H", "C", "N", "O", "H", "S", "H", "H"],
  "positions_angstrom": [[0.972, 3.771, 0.472], [-1.525, -0.252, -2.152], [-0.203, 0.871, 0.683], [-1.142, 1.205, 1.273], [2.151, -4.032, 3.274], [2.326, 2.105, 0.351], [0.317, 1.967, -0.441], [-0.335, 1.895, -1.304], [2.077, 1.836, -1.681], [-0.382, -0.951, -0.012], [0.628, 0.643, 1.423], [1.851, 1.518, -0.608], [0.289, 3.352, -0.136], [2.030, -3.785, 2.307], [0.217, 4.035, -0.856], [-2.141, -0.774, -1.081], [2.781, -3.438, 1.920], [2.159, 0.497, -0.545]],
  "mulliken_charge": [0.283, 0.183, -0.882, 0.399, 0.334, 0.351, 0.361, 0.330, 0.287, 0.169, 0.367, -1.057, -0.329, -0.630, 0.275, -0.117, 0.301, 0.376]
}


How do the records compare in molecular weight? In the order shown, they have 131.03; 141.26 g mol⁻¹.